No. 1
Entry from the OMol25 dataset: C34H49ClIrO2P4 as an isolated structure in a non-equilibrium geometry (wB97M-V/def2-TZVPD).

Results
E_LUMO (spin up / spin down) ... -5.1 / -9.6 eV
<S²> ... 8.822
Molecular weight ... 841.3 g mol⁻¹
Multiplicity ... 6
Energy relative to the best compared isomer or geometry (same formula, charge and spin) ... 0.0 kcal per mole
HOMO level (spin up / spin down) ... -7.9 / -13.1 eV
Charge ... +2

Each line ends with the Mulliken spin population.
Cartesian coordinates (Å):
P1 -5.40065 1.31290 -1.02303  0.599
C1 -5.53161 2.21618 0.45043  -0.064
C2 -6.21342 3.40596 0.08159  0.290
H1 -6.21189 3.69699 -0.96890  0.042
C3 -6.90640 4.07981 1.06351  -0.096
H2 -7.47513 4.96238 0.77071  -0.003
C4 -6.85326 3.61748 2.38810  0.259
H3 -7.40950 4.17322 3.14241  0.020
C5 -6.09773 2.49105 2.75370  -0.083
H4 -6.07161 2.17433 3.79973  -0.003
C6 -5.40125 1.76785 1.79074  0.199
H5 -4.79682 0.89255 2.03480  0.034
C7 -4.63165 2.10944 -2.38660  0.002
C8 -3.79269 3.25659 -2.32609  0.133
H6 -3.38084 3.59199 -1.36852  0.019
C9 -3.55491 3.94478 -3.51115  -0.064
H7 -2.92060 4.84221 -3.50393  -0.002
C10 -4.16787 3.51178 -4.69903  0.119
H8 -4.01984 4.07559 -5.62036  0.008
C11 -4.96578 2.35765 -4.75261  -0.028
H9 -5.45801 2.01986 -5.67072  0.001
C12 -5.14612 1.60486 -3.60795  0.136
H10 -5.76134 0.70070 -3.57407  -0.008
C13 -5.83762 -0.37289 -1.07668  -0.084
C14 -7.24827 -0.23925 -1.04306  0.060
H11 -7.65186 0.76902 -0.90882  0.006
C15 -8.01498 -1.37063 -1.21497  0.010
H12 -9.09791 -1.24393 -1.22302  0.007
C16 -7.37308 -2.61176 -1.36125  0.152
H13 -8.00941 -3.48765 -1.48035  0.017
C17 -5.97567 -2.74789 -1.34316  -0.099
H14 -5.51588 -3.73679 -1.45071  -0.001
C18 -5.16982 -1.61775 -1.20365  0.214
H15 -4.08023 -1.68846 -1.17474  0.198
Ir1 0.11147 -0.01586 0.17106  0.815
C19 0.43725 -0.35807 -1.88306  -0.007
C20 -0.47162 -0.11525 -2.86416  0.142
H16 1.40658 -0.75925 -2.24411  -0.014
C21 -1.92019 0.28821 -2.53235  0.403
O1 -2.79509 -0.74455 -3.10417  0.080
H17 -3.72129 -0.54381 -2.85976  -0.023
C22 -2.24913 0.44743 -1.16396  0.715
H18 -2.09717 1.30270 -2.98028  0.006
C23 -1.69464 0.28455 0.02686  0.206
Cl1 -0.56172 0.49981 2.42827  0.312
P2 -0.31104 -2.27682 0.49866  0.110
P3 0.62039 2.27488 -0.03186  0.088
C24 0.30609 -2.87865 2.10927  0.004
H19 -0.07525 -2.21222 2.89417  0.001
H20 1.40300 -2.87483 2.11551  0.003
H21 -0.06493 -3.90194 2.25988  0.000
C25 -2.05422 -2.81845 0.47209  0.011
H22 -2.38851 -2.95708 -0.56399  -0.004
H23 -2.67919 -2.05631 0.95243  -0.003
H24 -2.15695 -3.76685 1.01848  -0.002
C26 0.51603 -3.29810 -0.77015  -0.007
H25 1.54886 -2.94102 -0.88616  0.002
H26 -0.01393 -3.17859 -1.72543  0.004
H27 0.50558 -4.35293 -0.45798  -0.001
C27 1.92477 2.78523 1.13494  -0.002
H28 2.87861 2.33447 0.82994  0.001
H29 1.64923 2.45286 2.14383  -0.001
H30 2.00018 3.88017 1.10813  0.000
C28 1.28167 2.72985 -1.67333  -0.006
H31 0.48891 2.64056 -2.42998  0.002
H32 2.09420 2.03403 -1.92327  -0.001
H33 1.66505 3.76071 -1.64635  -0.001
C29 -0.75485 3.43270 0.29234  0.022
H34 -1.36293 3.04578 1.11862  0.004
H35 -1.37757 3.53492 -0.60495  -0.009
H36 -0.33942 4.41248 0.56873  0.000
P4 -0.13672 -0.35642 -4.66644  0.003
C30 1.62375 -0.43501 -4.99418  0.002
C31 -0.85966 1.03381 -5.57112  0.008
H37 2.07445 -1.27994 -4.46300  0.000
H38 2.11741 0.48747 -4.66930  0.000
H39 1.83154 -0.56426 -6.06476  0.001
H40 -1.94264 1.07054 -5.39668  -0.003
H41 -0.68305 0.95165 -6.65431  -0.001
H42 -0.40758 1.96848 -5.21467  0.001
C32 -0.93274 -1.86705 -5.24162  0.012
H43 -0.54373 -2.71770 -4.66948  0.001
H44 -0.75438 -2.04970 -6.31115  0.000
H45 -2.00911 -1.77641 -5.05621  -0.004
H46 -2.48406 0.44691 0.81308  -0.015
C33 2.43488 -0.32949 2.00224  0.052
C34 2.09378 -0.37352 0.54484  0.037
O2 2.93440 -0.59550 -0.33107  0.073
H47 3.15326 0.48996 2.15697  0.000
H48 2.82978 -1.31335 2.29597  0.000
H49 1.57112 -0.11412 2.66242  -0.009

Force components x, y, z for each atom (eV/Å):
P 1.20 -0.57 1.61
C 0.94 -0.56 -1.46
C -0.38 0.55 0.85
H -0.21 0.23 0.34
C 0.18 0.11 -0.32
H 0.08 -0.16 0.37
C -0.41 0.50 0.15
H 0.17 -0.26 -0.10
C 0.41 -0.43 -0.23
H 0.05 0.17 -0.35
C -0.58 0.47 0.46
H -0.32 0.18 -0.02
C 0.40 -0.37 -0.37
C -0.61 -0.46 -0.16
H -0.34 -0.11 -0.33
C -0.05 -0.02 -0.17
H -0.36 -0.43 -0.10
C 0.16 0.13 -0.28
H -0.04 -0.02 0.29
C 0.21 -0.38 -0.14
H 0.37 0.34 0.20
C 0.19 0.82 0.30
H 0.08 0.34 -0.19
C 0.04 1.50 -0.30
C -0.35 -1.37 -0.15
H -0.35 -0.54 -0.01
C -0.12 0.88 0.21
H 0.27 -0.41 -0.03
C 0.18 -0.80 -0.10
H 0.32 0.08 0.02
C -0.62 0.07 0.01
H -0.27 0.38 0.08
C -0.03 0.16 0.02
H -0.47 0.04 -0.01
Ir 1.83 0.38 1.25
C -0.16 -0.02 -0.64
C -0.16 -0.46 0.56
H -0.28 0.49 0.73
C -0.08 0.08 -2.10
O 0.68 0.99 0.13
H 0.33 -0.04 -0.11
C -0.93 -0.18 -0.70
H -0.14 -0.63 -0.14
C -6.34 1.11 0.09
Cl 0.54 -0.09 -0.38
P 0.28 -2.04 -0.14
P 1.09 1.38 -0.43
C 0.01 0.15 -0.17
H 0.14 -0.28 -0.12
H -0.35 -0.04 0.04
H 0.13 0.28 -0.02
C 0.02 0.24 0.02
H 0.09 0.09 0.24
H 0.02 -0.26 -0.06
H 0.07 0.26 -0.20
C 0.00 0.06 0.18
H -0.22 -0.19 0.06
H 0.12 -0.08 0.28
H 0.02 0.30 -0.18
C -0.14 -0.03 -0.13
H -0.24 0.16 0.14
H 0.14 0.15 -0.23
H 0.06 -0.27 0.04
C -0.06 0.00 0.10
H 0.22 0.08 0.22
H -0.15 0.21 0.07
H -0.14 -0.30 -0.05
C 0.01 -0.22 0.03
H 0.07 0.16 -0.15
H 0.15 -0.07 0.22
H -0.13 -0.28 -0.13
P -0.48 -0.03 0.17
C 0.40 0.05 0.11
C 0.04 0.16 0.13
H -0.09 0.11 -0.05
H -0.12 -0.14 0.02
H -0.30 0.00 0.21
H 0.20 -0.05 0.01
H 0.04 -0.14 0.38
H -0.11 -0.16 -0.09
C -0.06 -0.19 0.02
H -0.08 0.15 -0.10
H 0.08 0.22 0.29
H 0.27 -0.04 -0.02
H 1.06 -0.30 -0.10
C 0.34 0.16 0.95
C 2.04 -0.89 -1.17
O -0.94 0.33 1.38
H 0.21 -0.63 0.09
H 0.41 0.50 -0.05
H 0.84 -0.27 -0.60

=====

No. 2
Entry from the OMol25 dataset: a 2-piece molecular cluster, C2H3P overall in a non-equilibrium geometry (wB97M-V/def2-TZVPD).

Results
E_LUMO (spin up / spin down) ... -2.7 / -2.7 eV
Molecular weight ... 58.0 g mol⁻¹
Energy relative to the best compared isomer or geometry (same formula, charge and spin) ... 92.1 kcal per mole
HOMO level (spin up / spin down) ... -9.6 / -9.6 eV
Charge ... 0

Each line ends with the Löwdin charge.
Cartesian coordinates (Å):
C1 -0.60266 1.14722 -0.26589  -0.173
C2 -0.55563 2.27110 -0.72008  -0.174
P1 -0.67555 -1.65830 0.84579  0.786
H1 -0.67188 3.27241 -1.03709  -0.025
H2 0.51688 -1.39024 1.53431  -0.207
H3 0.04802 -2.00521 -0.30539  -0.208

Force components x, y, z for each atom (eV/Å):
C 0.08 -1.95 0.74
C -0.30 -0.98 0.55
P -0.19 2.62 -1.03
H 0.15 0.30 -0.20
H 0.19 0.12 0.17
H 0.07 -0.11 -0.22

=====

No. 3
Entry from the OMol25 dataset: a 3-piece molecular cluster, C6H14O2 overall in a non-equilibrium geometry (wB97M-V/def2-TZVPD).

Results
E_LUMO (spin up / spin down) ... 0.5 / 0.5 eV
Molecular weight ... 118.2 g mol⁻¹
Energy relative to the best compared isomer or geometry (same formula, charge and spin) ... 128.3 kcal per mole
HOMO level (spin up / spin down) ... -7.4 / -7.4 eV
Charge ... 0

Each line ends with the Löwdin charge.
Cartesian coordinates (Å):
C1 1.61810 -0.39019 0.07330  -0.511
C2 -1.67910 0.90678 -0.14865  -0.232
C3 -0.26637 -1.45551 0.59248  -0.092
C4 2.29622 0.43084 1.15690  -0.035
C5 -0.58371 1.48325 -0.81417  -0.109
C6 -2.64433 -0.02756 -0.78838  -0.121
O1 1.15282 -1.62232 0.62185  -0.139
O2 2.51174 -0.62948 -0.95569  0.003
H1 2.68844 -1.57084 -1.03724  0.101
H2 -0.14684 -0.30199 0.63091  0.054
H3 -1.81933 1.10861 0.90649  0.103
H4 -0.67841 -1.88587 -0.32715  0.100
H5 -0.74111 -1.79263 1.51185  0.095
H6 3.05253 -0.16232 1.67589  0.085
H7 1.54631 0.76065 1.87401  0.078
H8 2.75949 1.31304 0.71970  0.082
H9 -0.23633 2.43281 -0.41720  0.078
H10 -2.25888 -0.42169 -1.72974  0.082
H11 0.57745 0.67006 -0.50803  0.142
H12 -0.65292 1.51486 -1.89775  0.083
H13 -2.91280 -0.85423 -0.12684  0.071
H14 -3.58297 0.49375 -1.01253  0.081

Force components x, y, z for each atom (eV/Å):
C 0.46 1.40 -0.20
C 1.48 0.96 -1.06
C 1.21 2.29 0.69
C -0.37 -0.04 -0.08
C -2.89 0.51 0.65
C -0.15 0.04 -0.02
O 0.32 -0.07 -0.74
O 0.18 0.06 -0.50
H -0.20 -0.18 0.16
H -2.48 -1.94 -0.16
H -0.06 0.16 0.01
H -0.19 0.35 0.25
H 0.03 -0.42 -0.10
H 0.00 -0.05 -0.03
H -0.01 0.04 0.20
H 0.03 0.00 -0.06
H 0.44 -0.23 0.29
H 0.00 -0.02 0.04
H 1.71 -2.32 0.78
H 0.37 -0.49 -0.08
H 0.06 -0.06 -0.04
H 0.07 0.00 0.02

=====

No. 4
Entry from the OMol25 dataset: C6H12ClFeO2 as an isolated structure in a non-equilibrium geometry (wB97M-V/def2-TZVPD).

Results
E_LUMO (spin up / spin down) ... -10.6 / -11.6 eV
<S²> ... 8.764
Molecular weight ... 207.5 g mol⁻¹
Multiplicity ... 6
HOMO level (spin up / spin down) ... -14.5 / -14.5 eV
Charge ... +2

Each line ends with the Mulliken spin population.
Cartesian coordinates (Å):
Fe1 15.75887 12.64024 -0.77038  3.821
Cl1 16.71964 13.15801 -2.68606  0.179
C1 16.06056 16.69733 -4.74195  0.000
C2 16.51906 15.95867 -5.97379  -0.001
O1 15.98435 16.08314 -7.03642  0.001
C3 17.66921 14.97430 -5.79937  0.001
H1 15.19985 17.31322 -5.00321  0.000
H2 16.81898 17.41108 -4.41197  0.000
H3 15.76654 16.00814 -3.94972  0.000
H4 18.39260 15.34896 -5.07325  0.000
H5 18.13626 14.75837 -6.75597  0.001
H6 17.20560 14.06687 -5.38432  -0.003
C4 19.73069 11.66463 -4.78735  0.118
C5 18.83441 11.48674 -5.98423  -0.022
O2 19.15150 11.88336 -7.05910  0.774
C6 17.47058 10.85378 -5.79036  0.125
H7 20.45428 12.44626 -5.02426  -0.003
H8 20.31758 10.77446 -4.54668  -0.003
H9 19.16877 11.97334 -3.90564  0.006
H10 16.89058 10.92612 -6.70892  -0.001
H11 16.93905 11.41642 -5.01965  0.006
H12 17.56143 9.80579 -5.50216  0.000

Force components x, y, z for each atom (eV/Å):
Fe 0.64 0.48 -1.32
Cl -0.79 -0.44 1.60
C -0.35 0.63 -0.35
C 0.11 -0.12 0.25
O -0.14 0.04 -0.41
C -0.14 0.03 0.35
H -0.08 -0.20 -0.05
H 0.18 -0.34 0.24
H 0.25 0.02 0.14
H 0.08 -0.06 -0.06
H -0.01 0.02 -0.05
H 0.14 -0.02 -0.07
C 1.13 0.87 0.26
C -0.52 -0.58 1.36
O 0.29 0.19 -0.80
C -0.88 0.05 -0.66
H 0.00 -0.03 0.02
H -0.34 -0.30 -0.33
H -0.31 -0.19 -0.26
H 0.10 -0.09 -0.05
H 0.31 0.00 0.10
H 0.35 0.04 0.08

=====

No. 5
Entry from the OMol25 dataset: a 2-piece molecular cluster, C3H10NP2 overall in a non-equilibrium geometry (wB97M-V/def2-TZVPD).

Results
E_LUMO (spin up / spin down) ... -7.2 / -5.7 eV
Molecular weight ... 122.1 g mol⁻¹
Energy relative to the best compared isomer or geometry (same formula, charge and spin) ... 90.2 kcal per mole
HOMO level (spin up / spin down) ... -11.6 / -13.9 eV
Charge ... +1

Each line ends with the Löwdin charge.
Cartesian coordinates (Å):
C1 -1.47016 0.78079 0.91122  -0.228
C2 -0.74432 -0.67246 -1.57880  -0.240
C3 2.59229 -2.33375 1.69726  0.102
N1 -0.28719 1.92396 -0.97804  -0.637
P1 0.25220 3.35282 -0.87344  0.935
P2 -0.11252 0.45476 -0.29189  0.891
H1 -1.13749 1.48918 1.68151  0.056
H2 -1.66775 -0.22453 1.35678  0.069
H3 -2.27084 1.25873 0.44169  0.029
H4 -0.01625 -1.47975 -1.56800  0.025
H5 -0.54719 -0.28146 -2.66875  0.102
H6 -1.76561 -1.02553 -1.58044  0.056
H7 2.04762 -3.22541 1.95847  -0.008
H8 2.36666 -1.29844 1.73408  -0.042
H9 3.54759 -2.66429 1.47950  -0.043
H10 -0.78704 3.94537 -1.72117  -0.070

Force components x, y, z for each atom (eV/Å):
C 1.83 -1.91 1.71
C 1.85 0.15 -2.64
C -0.54 -1.05 0.11
N 0.49 -0.55 -0.47
P 0.01 1.85 -0.74
P -2.05 0.44 -0.24
H 0.26 -0.46 -0.02
H -0.42 1.00 -0.09
H -1.45 0.14 -1.02
H -0.38 -0.66 0.19
H -0.37 -0.07 2.19
H -0.23 0.08 0.65
H -1.08 0.58 0.27
H -0.49 0.40 0.23
H 2.07 0.13 -0.62
H 0.50 -0.05 0.48

=====

No. 6
Entry from the OMol25 dataset: C8H6N2O in the gas phase in a non-equilibrium geometry (wB97M-V/def2-TZVPD).

Results
E_LUMO ... 0.3 eV
Molecular weight ... 146.1 g mol⁻¹
Energy relative to the best compared isomer or geometry (same formula, charge and spin) ... 15.0 kcal per mole
HOMO level ... -9.0 eV
Charge ... 0

Each line ends with the Löwdin charge.
Cartesian coordinates (Å):
O1 -2.05797 2.32683 -0.18458  0.057
C1 -1.73027 1.15095 -0.04271  -0.423
N1 -2.72285 0.18492 -0.09052  0.145
C2 -2.41947 -1.04226 0.04309  -0.177
N2 -1.16756 -1.54840 0.13962  0.116
C3 -0.07499 -0.63191 -0.14353  -0.141
C4 1.23226 -1.16305 -0.23091  -0.031
C5 2.26040 -0.23109 -0.12243  -0.075
C6 2.05898 1.19732 0.04755  -0.070
C7 0.76682 1.66681 0.06472  -0.033
C8 -0.28745 0.75310 -0.01861  -0.084
H1 -3.11828 -1.84443 0.12000  0.121
H2 -1.02394 -2.49201 0.06684  0.104
H3 1.46873 -2.25203 -0.23685  0.123
H4 3.24653 -0.69120 -0.07114  0.097
H5 2.96207 1.89183 0.29894  0.137
H6 0.60699 2.72462 0.36051  0.135

Force components x, y, z for each atom (eV/Å):
O 0.62 -0.95 0.55
C -0.07 2.15 -1.06
N -0.59 -0.28 0.46
C 0.89 -0.59 0.24
N 1.18 4.65 -1.04
C 0.16 -1.42 1.38
C 0.00 0.95 0.36
C 0.20 0.47 0.12
C 1.71 -1.01 0.37
C 0.43 0.60 0.79
C -1.34 -1.24 -0.26
H -1.16 -0.10 -0.08
H 0.47 -2.54 -0.20
H -0.40 1.03 -0.10
H 0.07 0.59 -0.11
H -1.83 -1.46 -0.73
H -0.33 -0.85 -0.69

=====

> Which of these has the lowest molecular weight?

C2H3P